Record 1
{
  "formula": "C6H14NO",
  "method": "the ωB97M-V functional and the def2-TZVPD basis",
  "symbols": ["O", "C", "C", "C", "C", "C", "C", "N", "H", "H", "H", "H", "H", "H", "H", "H", "H", "H", "H", "H", "H", "H"],
  "positions_angstrom": [[0.365, -0.270, -1.321], [-0.421, 0.590, -1.014], [-0.777, 1.036, 0.336], [-0.703, 0.062, 1.414], [-1.626, 0.111, 2.644], [0.826, 0.175, 1.721], [1.421, -1.113, 2.405], [0.572, -0.342, -5.345], [-0.847, 1.208, -1.825], [-1.407, 1.932, 0.306], [-0.699, -0.982, 1.007], [-2.616, -0.141, 2.267], [-1.567, 1.136, 3.027], [-1.407, -0.651, 3.403], [1.190, 1.039, 2.291], [1.345, 0.153, 0.741], [1.065, -1.065, 3.451], [2.486, -1.314, 2.384], [0.926, -2.007, 1.930], [0.247, 0.341, -6.012], [1.512, -0.652, -5.522], [0.381, 0.008, -4.421]],
  "gap_ev": 3.63,
  "total_charge": 1,
  "de_lowest_kj_mol": 447.76,
  "e_tot_ev": -9975.604
}

=====

Record 2
{
  "formula": "C18H45N4O5P2S2",
  "method": "the ωB97M-V functional and the def2-TZVPD basis",
  "symbols": ["C", "C", "C", "P", "N", "S", "C", "O", "C", "C", "O", "C", "C", "N", "C", "S", "P", "C", "O", "H", "H", "H", "H", "H", "H", "H", "H", "H", "H", "H", "H", "H", "H", "H", "H", "H", "H", "H", "H", "H", "H", "H", "C", "C", "C", "O", "C", "N", "H", "H", "H", "H", "H", "H", "H", "H", "H", "H", "H", "C", "C", "C", "O", "C", "N", "H", "H", "H", "H", "H", "H", "H", "H", "H", "H", "H"],
  "positions_angstrom": [[4.780, 2.625, 5.154], [4.414, 1.888, 4.095], [5.350, 1.586, 2.962], [4.505, 1.240, 1.297], [3.346, 2.573, 1.392], [6.040, 2.766, 0.401], [3.299, -0.039, 2.036], [1.936, 0.345, 1.982], [1.063, -0.644, 1.501], [-0.234, 0.051, 1.112], [-1.360, -0.626, 1.647], [-2.522, 0.150, 1.490], [-3.755, -0.693, 1.767], [5.706, -0.257, 1.048], [6.844, -0.148, 0.764], [8.443, -0.250, 0.835], [3.801, 0.887, -0.860], [4.028, -0.894, -1.318], [2.129, 1.033, -0.963], [4.039, 3.232, 5.660], [5.785, 2.611, 5.554], [3.410, 1.477, 4.116], [6.025, 2.429, 2.861], [5.998, 0.749, 3.239], [2.754, 2.600, 2.209], [3.807, 3.453, 1.238], [5.636, 2.955, -0.856], [3.595, -0.394, 3.029], [3.430, -0.921, 1.407], [1.458, -1.143, 0.616], [0.851, -1.367, 2.294], [-0.197, 1.079, 1.479], [-0.292, 0.122, 0.023], [-2.503, 0.993, 2.189], [-2.573, 0.570, 0.480], [-3.626, -1.694, 1.366], [-3.920, -0.731, 2.840], [-4.621, -0.231, 1.305], [3.412, -1.566, -0.721], [3.689, -0.971, -2.353], [5.074, -1.171, -1.306], [1.936, 1.277, -1.870], [1.150, -5.035, -5.119], [1.163, -3.528, -4.879], [1.900, -2.736, -5.968], [3.309, -2.805, -5.906], [3.888, -3.964, -6.466], [1.701, -3.270, -3.542], [2.103, -5.496, -4.864], [0.390, -5.505, -4.495], [0.921, -5.269, -6.161], [0.123, -3.187, -4.891], [1.659, -1.678, -5.835], [1.549, -3.021, -6.970], [3.325, -4.315, -7.337], [3.965, -4.769, -5.730], [4.898, -3.706, -6.784], [1.610, -2.280, -3.330], [2.706, -3.416, -3.580], [-6.590, 2.933, 1.580], [-7.454, 1.822, 0.990], [-8.958, 2.129, 1.011], [-9.576, 2.003, 2.275], [-9.415, 3.109, 3.142], [-7.134, 0.567, 1.675], [-6.614, 2.934, 2.669], [-5.550, 2.794, 1.284], [-6.911, 3.915, 1.226], [-7.170, 1.711, -0.060], [-9.459, 1.398, 0.372], [-9.164, 3.121, 0.584], [-9.399, 4.053, 2.590], [-8.506, 3.019, 3.741], [-10.265, 3.118, 3.824], [-7.619, -0.198, 1.214], [-7.555, 0.601, 2.599]],
  "gap_ev": 6.05,
  "total_charge": -1,
  "e_tot_ev": -75839.443
}

=====

Record 3
{
  "formula": "C12H20Cl2O4Sn",
  "method": "the ωB97M-V functional and the def2-TZVPD basis",
  "symbols": ["C", "C", "C", "C", "C", "C", "C", "C", "C", "C", "Sn", "Cl", "Cl", "O", "H", "H", "H", "H", "H", "H", "H", "H", "H", "H", "H", "H", "H", "H", "H", "H", "O", "H", "C", "O", "C", "O", "H", "H", "H"],
  "positions_angstrom": [[0.296, -1.319, -1.900], [1.146, -0.180, -2.009], [0.317, 0.978, -2.063], [2.618, -0.187, -2.049], [-1.039, 0.554, -2.005], [-1.049, -0.862, -1.887], [-2.247, -1.712, -1.786], [0.706, -2.733, -1.874], [0.777, 2.373, -2.160], [-2.243, 1.403, -2.071], [0.307, -0.596, 2.026], [1.910, 1.076, 1.290], [1.714, -2.398, 1.395], [-1.165, 0.149, 0.917], [2.973, -1.223, -2.107], [3.034, 0.277, -1.139], [2.974, 0.359, -2.934], [1.602, 2.561, -1.461], [-0.045, 3.064, -1.937], [1.128, 2.589, -3.180], [-2.026, 2.407, -1.687], [-3.057, 0.955, -1.487], [-2.602, 1.518, -3.105], [-3.038, -1.196, -1.225], [-2.013, -2.664, -1.292], [-2.656, -1.958, -2.778], [1.732, -2.833, -1.518], [0.657, -3.171, -2.882], [0.059, -3.323, -1.215], [-0.984, 1.110, 0.884], [-0.945, -1.734, 3.172], [-1.790, -1.591, 2.703], [0.576, 1.119, 6.059], [0.713, 0.361, 4.833], [0.232, 0.929, 3.743], [-0.246, 2.040, 3.658], [-0.392, 1.624, 6.107], [1.392, 1.844, 6.107], [0.675, 0.387, 6.857]],
  "gap_ev": 4.18,
  "total_charge": -2,
  "de_lowest_kj_mol": 0.00,
  "e_tot_ev": -51836.319
}

=====

Record 4
{
  "formula": "C2H8O2",
  "method": "the ωB97M-V functional and the def2-TZVPD basis",
  "symbols": ["C", "C", "H", "H", "H", "H", "H", "H", "O", "H", "H", "O"],
  "positions_angstrom": [[-0.493, 1.182, -0.709], [-0.268, 0.735, -1.937], [-1.282, 0.967, -0.002], [0.345, 1.718, -0.254], [-0.853, 0.148, -2.633], [0.729, 0.812, -2.339], [-0.238, -0.301, 3.121], [-0.245, -0.709, 1.678], [-0.440, 0.083, 2.259], [1.094, -1.196, -0.440], [1.095, -2.023, 0.904], [0.557, -1.415, 0.352]],
  "s2": 0.751,
  "gap_ev": [3.36, 10.73],
  "spin_multiplicity": 2,
  "total_charge": -1,
  "de_lowest_kj_mol": 46.52,
  "e_tot_ev": -6296.480
}